The following is a DFT calculation (wB97M-V/def2-TZVPD) of a 14-piece molecular cluster, C56H154N14O14 overall.

Results
HOMO	-8.7	eV
electronic energy	-4045.60864	hartree
LUMO	0.45	eV
charge	0
energy relative to the best compared isomer or geometry (same formula, charge and spin)	384.0	kJ/mol
frontier orbital gap	9.2	eV

Each atom is followed by the atoms it is bonded to, with distances in Å.
Cartesian coordinates (Å):
1 C -10.41 -24.81 -11.39  C2 1.546, H7 1.110, H8 1.089, H9 1.132
2 C -9.69 -25.25 -12.69  C1 1.546, C3 1.559, N6 1.453, H10 1.100
3 C -8.59 -26.31 -12.40  C2 1.559, O4 1.394, H11 1.094, H12 1.128
4 O -7.66 -25.86 -11.46  C3 1.394, C5 1.404
5 C -6.67 -26.83 -11.23  O4 1.404, H13 1.113, H14 1.116, H15 1.089
6 N -10.52 -25.93 -13.67  C2 1.453, H16 1.022, H17 1.023
7 H -9.74 -24.44 -10.59  C1 1.110
8 H -10.92 -25.64 -10.91  C1 1.089
9 H -11.24 -24.06 -11.56  C1 1.132
10 H -9.24 -24.35 -13.15  C2 1.100
11 H -8.14 -26.60 -13.35  C3 1.094
12 H -9.10 -27.26 -12.06  C3 1.128
13 H -6.00 -27.03 -12.10  C5 1.113
14 H -7.23 -27.76 -11.00  C5 1.116
15 H -6.15 -26.40 -10.37  C5 1.089
16 H -11.47 -26.15 -13.37  N6 1.022
17 H -10.51 -25.45 -14.57  N6 1.023
18 C -8.59 -27.69 -8.17  C19 1.525, H24 1.097, H25 1.121, H26 1.095
19 C -9.46 -27.31 -6.98  C18 1.525, C20 1.490, N23 1.494, H27 1.073
20 C -9.38 -25.85 -6.67  C19 1.490, O21 1.413, H28 1.107, H29 1.091
21 O -10.09 -25.18 -7.69  C20 1.413, C22 1.382
22 C -10.30 -23.89 -7.22  O21 1.382, H30 1.123, H31 1.145, H32 1.094
23 N -10.90 -27.66 -7.17  C19 1.494, H33 1.013, H34 1.002
24 H -8.86 -27.19 -9.11  C18 1.097
25 H -8.61 -28.80 -8.33  C18 1.121
26 H -7.53 -27.44 -8.08  C18 1.095
27 H -9.14 -27.88 -6.13  C19 1.073
28 H -8.34 -25.49 -6.70  C20 1.107
29 H -9.90 -25.57 -5.75  C20 1.091
30 H -9.37 -23.47 -6.75  C22 1.123
31 H -11.13 -23.76 -6.44  C22 1.145
32 H -10.61 -23.26 -8.06  C22 1.094
33 H -11.28 -27.40 -8.07  N23 1.013
34 H -10.95 -28.66 -7.16  N23 1.002
35 C -7.35 -20.40 -8.47  C36 1.521, H41 1.087, H42 1.106, H43 1.062
36 C -6.63 -21.33 -7.51  C35 1.521, C37 1.520, N40 1.503, H44 1.109
37 C -6.61 -22.77 -7.99  C36 1.520, O38 1.430, H45 1.127, H46 1.103
38 O -6.12 -23.67 -6.99  C37 1.430, C39 1.402
39 C -5.80 -24.94 -7.49  O38 1.402, H47 1.078, H48 1.137, H49 1.089
40 N -5.20 -20.85 -7.49  C36 1.503, H50 1.047, H51 1.021
41 H -8.43 -20.56 -8.43  C35 1.087
42 H -6.94 -20.55 -9.48  C35 1.106
43 H -7.18 -19.38 -8.22  C35 1.062
44 H -7.14 -21.20 -6.53  C36 1.109
45 H -5.86 -22.78 -8.84  C37 1.127
46 H -7.60 -23.09 -8.35  C37 1.103
47 H -5.38 -25.49 -6.67  C39 1.078
48 H -5.03 -24.80 -8.31  C39 1.137
49 H -6.64 -25.43 -7.98  C39 1.089
50 H -5.22 -19.87 -7.10  N40 1.047
51 H -4.63 -21.43 -6.87  N40 1.021
52 C -7.72 -31.24 -10.97  C53 1.512, H58 1.066, H59 1.086, H60 1.099
53 C -6.99 -31.37 -12.28  C52 1.512, C54 1.514, N57 1.432, H61 1.102
54 C -7.58 -30.42 -13.31  C53 1.514, O55 1.468, H62 1.131, H63 1.110
55 O -8.99 -30.78 -13.52  C54 1.468, C56 1.367
56 C -9.59 -29.65 -14.01  O55 1.367, H64 1.106, H65 1.111, H66 1.096
57 N -5.61 -31.04 -12.10  C53 1.432, H67 1.012, H68 1.011
58 H -8.77 -31.40 -11.12  C52 1.066
59 H -7.55 -30.25 -10.56  C52 1.086
60 H -7.36 -31.98 -10.25  C52 1.099
61 H -7.27 -32.37 -12.66  C53 1.102
62 H -7.03 -30.49 -14.30  C54 1.131
63 H -7.56 -29.40 -12.87  C54 1.110
64 H -10.63 -29.80 -14.36  C56 1.106
65 H -9.07 -29.23 -14.90  C56 1.111
66 H -9.71 -28.84 -13.28  C56 1.096
67 H -5.12 -31.04 -12.98  N57 1.012
68 H -5.07 -31.72 -11.58  N57 1.011
69 C -0.50 -27.59 -4.34  C70 1.579, H75 1.108, H76 1.090, H77 1.081
70 C -0.67 -27.99 -2.82  C69 1.579, C71 1.570, N74 1.452, H78 1.129
71 C -1.28 -29.43 -2.70  C70 1.570, O72 1.447, H79 1.058, H80 1.101
72 O -1.48 -29.62 -1.28  C71 1.447, C73 1.404
73 C -2.28 -30.66 -0.79  O72 1.404, H81 1.106, H82 1.110, H83 1.090
74 N 0.62 -27.93 -2.15  C70 1.452, H84 1.009, H85 1.017
75 H -1.36 -27.89 -4.97  C69 1.108
76 H 0.40 -28.09 -4.67  C69 1.090
77 H -0.29 -26.53 -4.32  C69 1.081
78 H -1.39 -27.30 -2.30  C70 1.129
79 H -0.65 -30.22 -3.00  C71 1.058
80 H -2.20 -29.61 -3.27  C71 1.101
81 H -3.35 -30.43 -0.63  C73 1.106
82 H -1.91 -31.02 0.19  C73 1.110
83 H -2.26 -31.52 -1.46  C73 1.090
84 H 1.19 -28.62 -2.62  N74 1.009
85 H 0.52 -28.32 -1.22  N74 1.017
86 C -2.72 -27.45 -9.95  C87 1.523, H92 1.045, H93 1.086, H94 1.103
87 C -1.80 -26.49 -9.20  C86 1.523, C88 1.481, N91 1.485, H95 1.121
88 C -1.99 -25.10 -9.66  C87 1.481, O89 1.415, H96 1.108, H97 1.073
89 O -1.69 -25.05 -11.03  C88 1.415, C90 1.429
90 C -1.37 -23.73 -11.49  O89 1.429, H98 1.076, H99 1.094, H100 1.112
91 N -2.04 -26.71 -7.75  C87 1.485, H101 0.995, H102 1.015
92 H -2.54 -28.46 -9.76  C86 1.045
93 H -2.80 -27.29 -11.02  C86 1.086
94 H -3.76 -27.40 -9.59  C86 1.103
95 H -0.81 -26.96 -9.40  C87 1.121
96 H -1.29 -24.45 -9.09  C88 1.108
97 H -3.01 -24.78 -9.52  C88 1.073
98 H -2.19 -23.03 -11.48  C90 1.076
99 H -1.04 -23.79 -12.53  C90 1.094
100 H -0.49 -23.43 -10.89  C90 1.112
101 H -1.43 -26.28 -7.09  N91 0.995
102 H -2.98 -26.36 -7.59  N91 1.015
103 C -2.29 -34.92 -11.88  C104 1.527, H109 1.096, H110 1.123, H111 1.125
104 C -3.05 -34.86 -13.20  C103 1.527, C105 1.475, N108 1.468, H112 1.091
105 C -4.47 -34.53 -12.94  C104 1.475, O106 1.476, H113 1.069, H114 1.113
106 O -5.03 -35.62 -12.11  C105 1.476, C107 1.417
107 C -6.31 -35.19 -11.69  O106 1.417, H115 1.075, H116 1.086, H117 1.104
108 N -2.50 -33.84 -14.10  C104 1.468, H118 0.979, H119 1.015
109 H -2.81 -35.67 -11.27  C103 1.096
110 H -2.25 -33.96 -11.29  C103 1.123
111 H -1.25 -35.31 -11.99  C103 1.125
112 H -3.05 -35.84 -13.67  C104 1.091
113 H -5.05 -34.49 -13.84  C105 1.069
114 H -4.50 -33.54 -12.43  C105 1.113
115 H -6.86 -36.03 -11.29  C107 1.075
116 H -6.93 -34.84 -12.52  C107 1.086
117 H -6.22 -34.40 -10.93  C107 1.104
118 H -3.07 -33.80 -14.90  N108 0.979
119 H -1.56 -34.10 -14.40  N108 1.015
120 C -1.84 -30.30 -12.43  C121 1.525, H126 1.082, H127 1.090, H128 1.075
121 C -2.51 -29.89 -13.73  C120 1.525, C122 1.531, N125 1.408, H129 1.082
122 C -1.34 -29.43 -14.61  C121 1.531, O123 1.411, H130 1.086, H131 1.088
123 O -1.77 -28.96 -15.86  C122 1.411, C124 1.415
124 C -0.63 -28.63 -16.64  O123 1.415, H132 1.069, H133 1.088, H134 1.067
125 N -3.31 -30.86 -14.36  C121 1.408, H135 0.993, H136 1.037
126 H -1.35 -29.45 -11.99  C120 1.082
127 H -0.98 -30.94 -12.65  C120 1.090
128 H -2.40 -30.91 -11.74  C120 1.075
129 H -3.12 -29.04 -13.45  C121 1.082
130 H -0.69 -30.30 -14.69  C122 1.086
131 H -0.84 -28.61 -14.10  C122 1.088
132 H -0.07 -27.91 -16.09  C124 1.069
133 H -0.95 -28.32 -17.64  C124 1.088
134 H -0.03 -29.50 -16.77  C124 1.067
135 H -3.17 -30.71 -15.33  N125 0.993
136 H -3.03 -31.83 -14.12  N125 1.037
137 C -4.32 -39.39 -5.84  C138 1.471, H143 1.065, H144 1.080, H145 1.095
138 C -3.85 -38.02 -5.58  C137 1.471, C139 1.534, N142 1.436, H146 1.092
139 C -4.98 -37.24 -4.91  C138 1.534, O140 1.401, H147 1.110, H148 1.103
140 O -4.63 -35.97 -4.43  C139 1.401, C141 1.386
141 C -4.51 -35.01 -5.41  O140 1.386, H149 1.116, H150 1.138, H151 1.086
142 N -2.60 -37.96 -4.87  C138 1.436, H152 1.017, H153 1.009
143 H -5.19 -39.32 -6.46  C137 1.065
144 H -4.63 -39.93 -4.95  C137 1.080
145 H -3.48 -39.92 -6.29  C137 1.095
146 H -3.67 -37.60 -6.57  C138 1.092
147 H -5.31 -37.75 -3.98  C139 1.110
148 H -5.87 -37.30 -5.57  C139 1.103
149 H -4.09 -34.03 -5.08  C141 1.116
150 H -5.48 -34.74 -5.94  C141 1.138
151 H -3.83 -35.34 -6.20  C141 1.086
152 H -2.51 -37.09 -4.35  N142 1.017
153 H -2.53 -38.74 -4.23  N142 1.009
154 C -5.36 -32.44 -2.30  C155 1.563, H160 1.064, H161 1.088, H162 1.109
155 C -6.34 -31.49 -3.06  C154 1.563, C156 1.547, N159 1.470, H163 1.143
156 C -6.82 -32.28 -4.31  C155 1.547, O157 1.428, H164 1.096, H165 1.095
157 O -7.46 -31.42 -5.26  C156 1.428, C158 1.402
158 C -8.00 -31.98 -6.42  O157 1.402, H166 1.088, H167 1.107, H168 1.103
159 N -7.47 -31.15 -2.19  C155 1.470, H169 1.044, H170 1.017
160 H -5.90 -33.27 -1.91  C154 1.064
161 H -4.88 -31.89 -1.50  C154 1.088
162 H -4.56 -32.90 -2.92  C154 1.109
163 H -5.81 -30.52 -3.34  C155 1.143
164 H -7.55 -32.98 -3.89  C156 1.096
165 H -5.98 -32.73 -4.85  C156 1.095
166 H -8.79 -32.68 -6.15  C158 1.088
167 H -7.28 -32.58 -7.01  C158 1.107
168 H -8.39 -31.14 -7.02  C158 1.103
169 H -7.94 -32.00 -1.82  N159 1.044
170 H -8.16 -30.59 -2.68  N159 1.017
171 C 0.71 -30.73 -9.33  C172 1.603, H177 1.083, H178 1.105, H179 1.104
172 C 0.94 -29.83 -8.02  C171 1.603, C173 1.528, N176 1.495, H180 1.069
173 C 1.68 -28.60 -8.52  C172 1.528, O174 1.410, H181 1.091, H182 1.135
174 O 3.05 -28.92 -8.55  C173 1.410, C175 1.403
175 C 3.79 -28.63 -9.71  O174 1.403, H183 1.120, H184 1.085, H185 1.132
176 N -0.41 -29.56 -7.42  C172 1.495, H186 1.002, H187 1.012
177 H 1.62 -30.80 -9.92  C171 1.083
178 H -0.03 -30.18 -9.94  C171 1.105
179 H 0.24 -31.70 -9.12  C171 1.104
180 H 1.61 -30.27 -7.32  C172 1.069
181 H 1.51 -27.77 -7.83  C173 1.091
182 H 1.28 -28.27 -9.53  C173 1.135
183 H 3.47 -29.16 -10.64  C175 1.120
184 H 4.75 -29.04 -9.43  C175 1.085
185 H 3.79 -27.53 -9.95  C175 1.132
186 H -0.97 -29.19 -8.17  N176 1.002
187 H -0.40 -28.90 -6.66  N176 1.012
188 C -5.78 -30.29 -8.10  C189 1.497, H194 1.086, H195 1.094, H196 1.098
189 C -4.39 -30.76 -7.79  C188 1.497, C190 1.490, N193 1.471, H197 1.077
190 C -3.62 -31.18 -8.99  C189 1.490, O191 1.463, H198 1.059, H199 1.092
191 O -4.25 -32.33 -9.64  C190 1.463, C192 1.436
192 C -4.19 -33.52 -8.84  O191 1.436, H200 1.063, H201 1.071, H202 1.082
193 N -3.64 -29.67 -7.15  C189 1.471, H203 1.026, H204 1.017
194 H -6.40 -30.21 -7.21  C188 1.086
195 H -6.28 -30.92 -8.83  C188 1.094
196 H -5.69 -29.26 -8.49  C188 1.098
197 H -4.41 -31.60 -7.12  C189 1.077
198 H -2.61 -31.36 -8.75  C190 1.059
199 H -3.55 -30.41 -9.76  C190 1.092
200 H -3.23 -33.65 -8.40  C192 1.063
201 H -4.36 -34.32 -9.53  C192 1.071
202 H -4.94 -33.61 -8.06  C192 1.082
203 H -3.53 -28.79 -7.66  N193 1.026
204 H -2.71 -29.92 -6.83  N193 1.017
205 C -4.73 -28.09 -4.54  C206 1.531, H211 1.099, H212 1.100, H213 1.089
206 C -5.87 -27.06 -4.64  C205 1.531, C207 1.524, N210 1.474, H214 1.108
207 C -7.04 -27.58 -3.81  C206 1.524, O208 1.440, H215 1.112, H216 1.122
208 O -8.19 -26.74 -4.01  C207 1.440, C209 1.413
209 C -9.28 -27.09 -3.18  O208 1.413, H217 1.086, H218 1.101, H219 1.103
210 N -5.46 -25.73 -4.17  C206 1.474, H220 0.996, H221 1.028
211 H -5.07 -29.08 -4.86  C205 1.099
212 H -4.46 -28.27 -3.49  C205 1.100
213 H -3.88 -27.87 -5.19  C205 1.089
214 H -6.30 -27.07 -5.66  C206 1.108
215 H -6.80 -27.52 -2.73  C207 1.112
216 H -7.26 -28.63 -4.12  C207 1.122
217 H -9.86 -27.89 -3.64  C209 1.086
218 H -9.93 -26.21 -3.07  C209 1.101
219 H -8.89 -27.41 -2.20  C209 1.103
220 H -4.64 -25.61 -3.61  N210 0.996
221 H -6.19 -25.24 -3.65  N210 1.028
222 C -1.95 -34.99 -2.12  C223 1.530, H228 1.088, H229 1.064, H230 1.104
223 C -1.28 -34.83 -3.49  C222 1.530, C224 1.519, N227 1.423, H231 1.085
224 C -0.99 -33.37 -3.80  C223 1.519, O225 1.405, H232 1.115, H233 1.119
225 O -2.20 -32.66 -3.80  C224 1.405, C226 1.392
226 C -2.46 -31.85 -4.90  O225 1.392, H234 1.107, H235 1.065, H236 1.070
227 N -0.09 -35.60 -3.36  C223 1.423, H237 1.033, H238 1.017
228 H -2.99 -34.67 -2.10  C222 1.088
229 H -1.41 -34.49 -1.34  C222 1.064
230 H -1.93 -36.08 -1.95  C222 1.104
231 H -1.89 -35.18 -4.31  C223 1.085
232 H -0.58 -33.34 -4.83  C224 1.115
233 H -0.40 -32.85 -3.01  C224 1.119
234 H -1.78 -30.97 -4.91  C226 1.107
235 H -3.45 -31.49 -4.75  C226 1.065
236 H -2.31 -32.40 -5.81  C226 1.070
237 H 0.68 -35.35 -4.00  N227 1.033
238 H -0.35 -36.56 -3.61  N227 1.017